Below is C25H30BrI2N6O7SeTi as an isolated structure at a distorted geometry, with properties calculated with wB97M-V/def2-TZVPD.

Geometry as ORCA input:
```
! wB97M-V def2-TZVPD RIJCOSX def2/J DEFGRID3
* xyz 0 2
Ti -0.588 -0.674 0.116
I 5.206 -2.925 -4.521
C 3.813 -2.387 -3.069
C 3.834 -3.018 -1.833
C 2.897 -2.648 -0.883
I 2.922 -3.575 0.991
C 1.934 -1.675 -1.150
O 1.043 -1.350 -0.215
C 1.937 -1.031 -2.388
C 0.912 0.034 -2.725
N 0.556 0.889 -1.587
C 1.581 1.884 -1.267
C 2.243 1.787 0.097
C 3.391 2.551 0.306
C 4.020 2.506 1.531
C 3.489 1.689 2.522
C 2.350 0.970 2.223
N 1.726 1.014 1.043
C 2.881 -1.399 -3.338
H 4.568 -3.778 -1.610
H 0.004 -0.442 -3.093
H 1.310 0.637 -3.548
H -0.323 1.357 -1.792
H 1.150 2.885 -1.352
H 2.384 1.826 -2.008
H 3.779 3.168 -0.496
H 4.912 3.091 1.714
H 3.944 1.611 3.499
H 1.917 0.316 2.975
H 2.882 -0.898 -4.299
N -4.519 -0.129 1.227
C -3.372 -1.019 1.430
C -2.838 -0.860 2.849
C -1.544 -1.641 3.087
N -0.410 -1.004 2.358
C -1.700 -3.090 2.639
C -2.158 -3.177 1.180
N -1.136 -2.593 0.295
C -3.519 -2.482 1.043
H -3.779 1.536 1.166
H -5.244 -0.302 1.916
H -4.934 -0.279 0.310
H -2.633 -0.616 0.754
H -3.591 -1.242 3.547
H -2.693 0.199 3.073
H -1.320 -1.617 4.156
H 0.446 -1.535 2.508
H -0.259 -0.059 2.704
H -2.433 -3.576 3.290
H -0.753 -3.624 2.765
H -2.289 -4.232 0.922
H -1.201 -2.923 -1.622
H -0.286 -3.130 0.438
H -4.246 -2.971 1.700
H -3.887 -2.564 0.017
Br -6.698 -3.574 -4.183
C -5.674 -2.218 -3.354
C -6.310 -1.051 -2.947
N -5.632 -0.044 -2.376
C -4.330 -0.185 -2.190
C -3.615 -1.365 -2.517
C -4.329 -2.404 -3.150
C -2.263 -1.502 -2.154
O -1.583 -2.613 -2.481
O -1.676 -0.631 -1.348
H -7.374 -0.920 -3.089
H -3.793 0.659 -1.768
H -3.828 -3.315 -3.444
O -3.324 2.430 1.198
Se -1.852 2.413 0.322
O -2.157 2.251 -1.255
O -1.137 0.999 0.936
O -1.005 3.693 0.778
*
```

Its relative energy (zero: lowest compared OMol25 entry of this formula, charge and spin) is 61.3 kcal/mol. As for the max |F|: 1.33 eV/A.

The Löwdin scheme yields these atomic charges, measured in e:
1. Ti 1.0673
2. I 0.8719
3. C -0.7404
4. C -0.2246
5. C -0.6144
6. I 0.9399
7. C -0.3581
8. O -0.2790
9. C -0.1214
10. C -0.1227
11. N -0.0748
12. C -0.1124
13. C -0.2377
14. C -0.0164
15. C -0.0572
16. C -0.0573
17. C -0.1252
18. N 0.1086
19. C -0.1036
20. H 0.0808
21. H 0.1230
22. H 0.1281
23. H 0.0728
24. H 0.1382
25. H 0.1266
26. H 0.1192
27. H 0.1096
28. H 0.1041
29. H 0.0976
30. H 0.1045
31. N 0.0817
32. C -0.3948
33. C -0.0909
34. C -0.3111
35. N 0.0181
36. C -0.1089
37. C -0.3551
38. N -0.0991
39. C -0.0823
40. H 0.0271
41. H 0.1065
42. H 0.0806
43. H 0.0642
44. H 0.1341
45. H 0.1230
46. H 0.1435
47. H 0.0883
48. H 0.0870
49. H 0.1260
50. H 0.1175
51. H 0.1420
52. H 0.0939
53. H 0.0384
54. H 0.1298
55. H 0.1181
56. Br 0.7337
57. C -0.6845
58. C -0.2022
59. N 0.0687
60. C -0.0947
61. C -0.1392
62. C -0.0576
63. C -0.4176
64. O 0.0715
65. O -0.1836
66. H 0.0946
67. H 0.0965
68. H 0.1122
69. O -0.2329
70. Se 0.9488
71. O -0.4102
72. O -0.5350
73. O -0.3927

=====

Below is a 3-piece molecular cluster, H6O3 overall at a distorted geometry, with properties calculated with wB97M-V/def2-TZVPD.

Geometry as ORCA input:
```
! wB97M-V def2-TZVPD RIJCOSX def2/J DEFGRID3
* xyz 0 1
O -1.599 -1.123 0.477
H -1.784 -1.547 1.322
H -1.784 -0.311 0.716
O 0.781 0.576 -1.998
H 0.988 0.968 -1.092
H 1.220 1.180 -2.560
O 0.749 0.426 0.878
H 0.135 -0.135 0.666
H 1.297 -0.034 1.590
*
```

Its relative energy (zero: lowest compared OMol25 entry of this formula, charge and spin) is 29.0 kcal/mol. As for the max |F|: 8.95 eV/A. The SMILES is O.O.O.

The Löwdin scheme yields these atomic charges, measured in e:
1. O 0.0299
2. H 0.0693
3. H -0.0469
4. O -0.0759
5. H 0.0397
6. H -0.0032
7. O -0.0080
8. H -0.1134
9. H 0.1084

=====

Below is a 2-piece molecular cluster, C4H12 overall at a distorted geometry, with properties calculated with wB97M-V/def2-TZVPD.

Geometry as ORCA input:
```
! wB97M-V def2-TZVPD RIJCOSX def2/J DEFGRID3
* xyz 0 1
C -1.353 -2.655 -0.442
C -0.538 -1.332 -0.144
H -0.639 -3.470 -0.284
H -1.960 -2.706 0.465
H -1.880 -2.510 -1.346
H -0.294 -0.901 -1.104
H -1.177 -0.549 0.312
H 0.318 -1.544 0.466
C 0.781 2.234 -0.438
C 1.088 1.718 0.972
H 0.585 3.322 -0.407
H 1.542 1.987 -1.177
H 0.024 1.529 -0.927
H 1.869 0.955 0.871
H 0.279 1.346 1.589
H 1.356 2.577 1.595
*
```

Its relative energy (zero: lowest compared OMol25 entry of this formula, charge and spin) is 21.6 kcal/mol. As for the max |F|: 3.97 eV/A. The SMILES is CC.CC.

The Löwdin scheme yields these atomic charges, measured in e:
1. C -0.1401
2. C -0.1749
3. H 0.0619
4. H 0.0555
5. H 0.0455
6. H 0.0424
7. H 0.0644
8. H 0.0518
9. C -0.1752
10. C -0.1859
11. H 0.0676
12. H 0.0522
13. H 0.0639
14. H 0.0653
15. H 0.0491
16. H 0.0565

=====

Below is one molecule with the formula C5H12O, with properties calculated with wB97M-V/def2-TZVPD.

Geometry as ORCA input:
```
! wB97M-V def2-TZVPD RIJCOSX def2/J DEFGRID3
* xyz 0 1
C -2.664 0.892 -0.488
C -1.167 1.179 -0.573
C -0.332 -0.067 -0.333
O 1.019 0.237 -0.590
C 1.910 -0.822 -0.303
C 2.450 -0.750 1.121
H -3.250 1.800 -0.662
H -2.947 0.497 0.495
H -2.967 0.152 -1.239
H -0.877 1.950 0.153
H -0.912 1.568 -1.565
H -0.475 -0.419 0.702
H -0.670 -0.880 -0.999
H 2.735 -0.735 -1.020
H 1.418 -1.790 -0.487
H 3.165 -1.560 1.306
H 1.647 -0.835 1.860
H 2.959 0.204 1.284
*
```

Its relative energy (zero: lowest compared OMol25 entry of this formula, charge and spin) is 13.4 kcal/mol. As for the max |F|: 0.27 eV/A. The SMILES is CCCOCC.

The Löwdin scheme yields these atomic charges, measured in e:
1. C -0.1170
2. C -0.2390
3. C -0.2660
4. O -0.1576
5. C -0.2840
6. C -0.0794
7. H 0.0691
8. H 0.0724
9. H 0.0720
10. H 0.1139
11. H 0.1132
12. H 0.1248
13. H 0.1267
14. H 0.1169
15. H 0.1155
16. H 0.0743
17. H 0.0679
18. H 0.0763

=====

Below is one molecule with the formula C4H11N3O at a distorted geometry, with properties calculated with wB97M-V/def2-TZVPD.

Geometry as ORCA input:
```
! wB97M-V def2-TZVPD RIJCOSX def2/J DEFGRID3
* xyz 0 1
C -2.768 -0.164 0.205
N -1.432 -0.735 0.164
C -0.343 0.074 -0.053
N -0.434 1.350 -0.303
O 0.843 1.892 -0.380
N 0.968 -0.561 0.045
C 1.170 -1.737 -0.792
C 1.867 -0.006 1.021
H -2.696 0.507 1.079
H -3.432 -1.015 0.264
H -3.102 0.542 -0.639
H -1.437 -1.563 0.676
H 0.666 2.728 -0.902
H 1.009 -1.478 -1.846
H 0.527 -2.494 -0.452
H 2.203 -2.006 -0.693
H 2.654 0.566 0.563
H 1.289 0.566 1.809
H 2.317 -0.878 1.558
*
```

Its relative energy (zero: lowest compared OMol25 entry of this formula, charge and spin) is 92.1 kcal/mol. As for the max |F|: 3.42 eV/A. The SMILES is CN/C(=N/O)N(C)C.

The Löwdin scheme yields these atomic charges, measured in e:
1. C -0.1057
2. N -0.0177
3. C -0.3773
4. N 0.0217
5. O -0.1217
6. N -0.2056
7. C -0.0561
8. C -0.1022
9. H 0.0797
10. H 0.0719
11. H 0.1029
12. H 0.1038
13. H 0.1210
14. H 0.0933
15. H 0.0514
16. H 0.0775
17. H 0.0644
18. H 0.1116
19. H 0.0872

=====

Below is a 10-piece molecular cluster, C18H56N12O10 overall at a distorted geometry, with properties calculated with wB97M-V/def2-TZVPD.

Geometry as ORCA input:
```
! wB97M-V def2-TZVPD RIJCOSX def2/J DEFGRID3
* xyz 0 1
N -10.007 7.326 -13.292
C -9.743 8.597 -12.827
N -9.136 9.388 -13.756
O -9.906 8.919 -11.659
H -10.625 6.786 -12.710
H -10.116 7.199 -14.293
H -8.945 10.342 -13.492
H -8.985 9.099 -14.705
N -8.626 13.537 -19.261
C -7.912 14.488 -18.586
N -7.107 15.287 -19.343
O -7.948 14.548 -17.360
H -9.153 12.878 -18.705
H -8.400 13.438 -20.233
H -6.528 15.925 -18.828
H -7.228 15.433 -20.327
N -11.393 7.629 -18.144
C -11.345 7.388 -16.805
N -12.192 6.435 -16.341
O -10.572 8.017 -16.079
H -10.633 8.153 -18.544
H -12.078 7.170 -18.718
H -12.819 5.953 -16.961
H -12.218 6.142 -15.383
N -11.603 9.856 -20.178
C -10.940 9.907 -21.363
N -9.876 10.791 -21.378
O -11.266 9.269 -22.350
H -11.314 10.474 -19.428
H -12.414 9.272 -20.092
H -9.484 11.011 -20.475
H -9.257 10.631 -22.153
N -7.421 14.198 -14.550
C -7.357 12.854 -14.300
N -7.635 12.081 -15.389
O -7.161 12.362 -13.198
H -7.466 14.459 -15.527
H -7.179 14.840 -13.822
H -7.862 12.412 -16.309
H -7.600 11.086 -15.235
N -11.275 10.818 -16.144
C -10.738 11.660 -17.040
N -10.874 12.971 -16.687
O -10.150 11.260 -18.067
H -11.814 11.118 -15.350
H -11.062 9.830 -16.202
H -10.243 13.652 -17.073
H -11.266 13.122 -15.769
C -5.292 7.463 -16.311
C -6.046 8.762 -16.512
C -7.221 8.610 -17.461
O -6.531 9.296 -15.288
H -5.821 6.713 -15.726
H -4.334 7.645 -15.800
H -4.914 7.077 -17.262
H -5.339 9.477 -16.960
H -7.956 7.912 -17.050
H -6.879 8.254 -18.432
H -7.742 9.559 -17.608
H -5.907 9.067 -14.592
C -14.625 12.061 -12.741
C -13.189 12.516 -12.998
C -12.276 11.310 -12.823
O -13.081 13.036 -14.329
H -15.359 12.806 -13.063
H -14.782 11.903 -11.675
H -14.851 11.170 -13.333
H -12.929 13.298 -12.282
H -12.507 10.790 -11.890
H -11.223 11.578 -12.871
H -12.561 10.538 -13.547
H -13.919 12.935 -14.807
C -16.083 8.727 -18.017
C -15.270 9.858 -18.629
C -14.166 10.356 -17.738
O -14.711 9.301 -19.845
H -17.107 8.716 -18.400
H -16.200 8.835 -16.935
H -15.677 7.736 -18.219
H -15.975 10.634 -18.940
H -13.749 11.306 -18.081
H -13.357 9.632 -17.639
H -14.514 10.552 -16.719
H -14.405 10.023 -20.404
C -14.372 14.426 -17.511
C -15.608 14.452 -16.619
C -16.849 14.331 -17.490
O -15.534 13.300 -15.772
H -14.411 13.637 -18.257
H -13.472 14.361 -16.897
H -14.298 15.400 -18.002
H -15.584 15.399 -16.077
H -16.869 13.417 -18.079
H -16.973 15.216 -18.124
H -17.788 14.343 -16.918
H -16.250 13.353 -15.131
*
```

Its relative energy (zero: lowest compared OMol25 entry of this formula, charge and spin) is 0.0 kcal/mol. As for the max |F|: 1.55 eV/A. The SMILES is NC(N)=O.NC(N)=O.NC(N)=O.NC(N)=O.NC(N)=O.NC(N)=O.CC(C)O.CC(C)O.CC(C)O.CC(C)O.

The Löwdin scheme yields these atomic charges, measured in e:
1. N 0.1380
2. C -0.6798
3. N 0.1761
4. O 0.0101
5. H 0.0897
6. H 0.0458
7. H 0.0843
8. H 0.0594
9. N 0.1761
10. C -0.6397
11. N 0.1605
12. O -0.0070
13. H 0.0476
14. H 0.0950
15. H 0.1072
16. H 0.0986
17. N 0.1844
18. C -0.6349
19. N 0.1800
20. O -0.0298
21. H 0.0996
22. H 0.1060
23. H 0.1015
24. H 0.1053
25. N 0.1589
26. C -0.6783
27. N 0.1462
28. O 0.0191
29. H 0.0558
30. H 0.0666
31. H 0.0606
32. H 0.0962
33. N 0.1545
34. C -0.6823
35. N 0.1710
36. O 0.0112
37. H 0.0400
38. H 0.0966
39. H 0.0668
40. H 0.0516
41. N 0.2109
42. C -0.6311
43. N 0.1961
44. O -0.0566
45. H 0.0656
46. H 0.0595
47. H 0.0787
48. H 0.0812
49. C -0.0629
50. C -0.4942
51. C -0.0508
52. O -0.0648
53. H 0.0866
54. H 0.0808
55. H 0.0816
56. H 0.1363
57. H 0.0732
58. H 0.0816
59. H 0.0670
60. H 0.1032
61. C -0.0594
62. C -0.4569
63. C -0.0609
64. O -0.0811
65. H 0.0660
66. H 0.0854
67. H 0.0860
68. H 0.1373
69. H 0.0892
70. H 0.0823
71. H 0.0748
72. H 0.0398
73. C -0.0532
74. C -0.4604
75. C -0.0625
76. O -0.0760
77. H 0.0768
78. H 0.0762
79. H 0.0757
80. H 0.1316
81. H 0.0696
82. H 0.0597
83. H 0.0771
84. H 0.0829
85. C -0.0490
86. C -0.4628
87. C -0.0619
88. O -0.0749
89. H 0.0721
90. H 0.0664
91. H 0.0866
92. H 0.1410
93. H 0.0757
94. H 0.0852
95. H 0.0786
96. H 0.0925

=====

Below is C22H32IrN3O3P2S as an isolated structure, with properties calculated with wB97M-V/def2-TZVPD.

Geometry as ORCA input:
```
! wB97M-V def2-TZVPD RIJCOSX def2/J DEFGRID3
* xyz 2 5
Ir 0.182 -0.117 -0.135
O -1.471 -1.282 -3.847
C -1.261 -1.089 -2.679
N -0.774 0.061 -2.073
C -0.706 1.261 -2.761
O -1.022 1.478 -3.901
C -0.190 2.381 -1.885
C -0.048 3.662 -2.383
C 0.403 4.658 -1.532
C 0.694 4.341 -0.211
C 0.524 3.037 0.213
N 0.091 2.078 -0.613
C -1.539 -2.165 -1.652
C -2.231 -3.316 -1.971
C -2.468 -4.241 -0.965
C -2.006 -3.986 0.319
C -1.315 -2.812 0.559
N -1.082 -1.930 -0.417
H -0.303 3.848 -3.418
H 0.523 5.672 -1.889
H 1.043 5.091 0.484
H 0.730 2.743 1.235
H -2.571 -3.458 -2.987
H -3.015 -5.151 -1.175
H -2.180 -4.681 1.128
H -0.948 -2.550 1.543
C 2.829 0.704 2.089
P 2.108 -0.782 1.341
C 1.771 -1.896 2.722
C 3.450 -1.545 0.378
C 3.722 -0.761 -0.908
P 2.184 -0.547 -1.870
C 2.611 0.572 -3.228
C 1.904 -2.155 -2.658
H 3.115 1.427 1.325
H 3.713 0.432 2.669
H 2.101 1.166 2.756
H 2.691 -2.074 3.284
H 1.394 -2.851 2.357
H 1.027 -1.447 3.378
H 3.146 -2.571 0.153
H 4.342 -1.610 1.006
H 4.473 -1.270 -1.517
H 4.119 0.234 -0.687
H 3.475 0.180 -3.769
H 2.850 1.565 -2.848
H 1.773 0.651 -3.922
H 2.818 -2.499 -3.145
H 1.126 -2.057 -3.416
H 1.585 -2.902 -1.930
O -0.856 0.136 1.889
S -1.431 1.376 2.617
C -2.787 1.961 1.556
C -4.084 1.808 2.351
C -3.914 0.548 3.194
C -2.551 0.697 3.860
H -2.750 1.277 0.704
H -2.568 2.971 1.217
H -4.934 1.754 1.672
H -4.236 2.676 2.994
H -3.929 -0.344 2.564
H -4.696 0.440 3.943
H -2.081 -0.220 4.213
H -2.568 1.420 4.678
*
```

The calculation puts the energy at -66183.253 eV. As for the max |F|: 0.64 eV/A.

The Löwdin scheme yields these atomic charges, measured in e:
1. Ir 1.2427
2. O 0.1513
3. C -0.4587
4. N -0.0483
5. C -0.4616
6. O 0.1508
7. C -0.1961
8. C 0.0420
9. C 0.0028
10. C -0.0133
11. C -0.1317
12. N -0.0365
13. C -0.1907
14. C 0.0430
15. C 0.0022
16. C -0.0142
17. C -0.1091
18. N -0.0404
19. H 0.1390
20. H 0.1305
21. H 0.1245
22. H 0.0869
23. H 0.1389
24. H 0.1299
25. H 0.1229
26. H 0.0983
27. C -0.2288
28. P 0.7377
29. C -0.2302
30. C -0.3875
31. C -0.3880
32. P 0.8071
33. C -0.2151
34. C -0.2184
35. H 0.0467
36. H 0.0705
37. H 0.0482
38. H 0.0693
39. H 0.0496
40. H 0.0479
41. H 0.0914
42. H 0.1056
43. H 0.1040
44. H 0.0878
45. H 0.0692
46. H 0.0552
47. H 0.0560
48. H 0.0699
49. H 0.0518
50. H 0.0486
51. O -0.7200
52. S 0.9879
53. C -0.3011
54. C -0.2079
55. C -0.2109
56. C -0.2987
57. H 0.0921
58. H 0.0935
59. H 0.1288
60. H 0.1254
61. H 0.1202
62. H 0.1289
63. H 0.1008
64. H 0.1070

=====

Below is one molecule with the formula C3H6N2O2, with properties calculated with wB97M-V/def2-TZVPD.

Geometry as ORCA input:
```
! wB97M-V def2-TZVPD RIJCOSX def2/J DEFGRID3
* xyz 0 1
H 1.145 1.533 -1.336
N 0.957 0.717 -0.777
C 1.716 0.515 0.216
O 1.315 -0.311 1.189
C -0.006 -0.815 0.872
C -0.901 0.206 0.174
N -1.653 -0.474 -0.780
O -1.215 1.287 0.639
H 2.702 0.953 0.367
H 0.130 -1.705 0.254
H -0.558 -1.082 1.779
H -2.478 0.043 -1.027
H -1.154 -0.866 -1.570
*
```

Its relative energy (zero: lowest compared OMol25 entry of this formula, charge and spin) is 47.7 kcal/mol. As for the max |F|: 0.78 eV/A. The SMILES is [H]/N=C/OCC(N)=O.

The Löwdin scheme yields these atomic charges, measured in e:
1. H 0.0918
2. N 0.1262
3. C -0.2541
4. O -0.0188
5. C -0.0936
6. C -0.6132
7. N 0.1220
8. O 0.0436
9. H 0.1413
10. H 0.1243
11. H 0.1409
12. H 0.0928
13. H 0.0967